(w)
Here is a single C6H10O molecule from the OMol25 dataset. Energies are from wB97M-V/def2-TZVPD.

Properties
Frontier orbital gap (eV): 8.5
SMILES: C[C@H]1C[C@H]1CC=O
HOMO (eV): -7.666
Multiplicity: 1

Geometry (Å):
C  2.181  1.034  0.726
C  0.897  0.243  0.742
C  -0.439  0.691  1.015
C  0.163  -0.393  -0.398
C  -0.951  -0.348  -1.387
C  -2.075  -1.285  -0.872
O  -2.113  -1.814  0.217
H  2.525  1.193  1.754
H  2.112  2.000  0.201
H  2.912  0.409  0.202
H  0.914  -0.775  1.185
H  -1.225  0.207  1.573
H  -0.543  1.791  0.981
H  0.613  -1.399  -0.465
H  -0.671  -0.728  -2.388
H  -1.396  0.640  -1.499
H  -2.906  -1.466  -1.588

Results of the natural (NBO) charge analysis, in e, for atoms 1 through 5: atom 1 (C): -0.611, atom 2 (C): -0.255, atom 3 (C): -0.356, atom 4 (C): -0.238, atom 5 (C): -0.531



(x)
Here is a single C6H10O molecule from the OMol25 dataset. Energies are from wB97M-V/def2-TZVPD.

Properties
Frontier orbital gap (eV): 10.0
SMILES: C[C@@H]1C[C@@H]2C[C@@H]2O1
HOMO (eV): -8.888
Multiplicity: 1

Geometry (Å):
C  0.700  1.758  -0.602
C  0.703  0.255  -0.867
C  -0.591  -0.551  -1.026
C  -0.907  -1.027  0.350
C  -0.773  -0.233  1.603
C  0.416  -1.168  0.973
O  1.356  -0.421  0.227
H  1.743  2.084  -0.509
H  0.188  2.030  0.323
H  0.244  2.314  -1.427
H  1.292  0.095  -1.777
H  -0.243  -1.500  -1.450
H  -1.404  -0.087  -1.589
H  -1.586  -1.867  0.464
H  -0.421  0.789  1.661
H  -1.608  -0.386  2.307
H  0.892  -2.084  1.339

Results of the natural (NBO) charge analysis, in e, for atoms 1 through 5: atom 1 (C): -0.628, atom 2 (C): 0.096, atom 3 (C): -0.426, atom 4 (C): -0.273, atom 5 (C): -0.480



Quick one: least stable of them? (w)



(w)
Here is a single C6H10O molecule from the OMol25 dataset. Energies are from wB97M-V/def2-TZVPD.

Properties
Frontier orbital gap (eV): 7.9
HOMO (eV): -7.018
Multiplicity: 1

Geometry (Å):
C  -0.312  1.185  2.259
C  -0.552  1.348  0.778
C  0.902  0.461  -1.123
C  0.342  -0.456  -2.158
C  -0.402  -1.402  -1.601
C  -0.412  -1.248  -0.110
O  0.303  -0.004  0.117
H  -0.906  1.995  2.708
H  0.733  1.382  2.525
H  -0.626  0.244  2.748
H  -1.559  0.947  0.557
H  1.990  0.404  -1.012
H  0.602  1.508  -1.221
H  0.529  -0.319  -3.215
H  -0.936  -2.191  -2.118
H  -1.412  -1.140  0.320
H  0.105  -2.068  0.406

Results of the natural (NBO) charge analysis, in e, for atoms 1 through 5: atom 1 (C): -0.702, atom 2 (C): -0.258, atom 3 (C): -0.100, atom 4 (C): -0.207, atom 5 (C): -0.227



(x)
Here is a single C6H10O molecule from the OMol25 dataset. Energies are from wB97M-V/def2-TZVPD.

Properties
Frontier orbital gap (eV): 10.8
SMILES: C[C@H]1OC[C@H]2C[C@H]21
HOMO (eV): -9.628
Multiplicity: 1

Geometry (Å):
C  1.389  1.341  -0.888
C  -0.013  0.865  -0.505
O  -0.412  -0.223  -1.346
C  -1.308  -1.067  -0.641
C  -0.893  -0.975  0.790
C  0.569  -0.949  1.206
C  -0.163  0.334  0.917
H  1.424  1.648  -1.939
H  2.134  0.552  -0.736
H  1.677  2.203  -0.271
H  -0.718  1.695  -0.661
H  -2.393  -0.817  -0.507
H  -1.280  -2.040  -1.140
H  -1.828  -1.219  1.275
H  1.350  -1.243  0.490
H  0.838  -1.152  2.244
H  -0.373  1.046  1.713

Results of the natural (NBO) charge analysis, in e, for atoms 1 through 5: atom 1 (C): -0.619, atom 2 (C): 0.099, atom 3 (O): -0.530, atom 4 (C): -0.057, atom 5 (C): -0.263



Quick one: least stable of them? (w)



(w)
Here is a single C6H10O molecule from the OMol25 dataset. Energies are from wB97M-V/def2-TZVPD.

Properties
Frontier orbital gap (eV): 10.0
SMILES: C[C@H]1C[C@H]2O[C@@]12C
HOMO (eV): -8.924
Multiplicity: 1

Geometry (Å):
C  -0.321  1.529  0.990
C  -0.459  0.178  0.261
C  -1.045  0.316  -1.098
C  0.144  -0.471  -1.668
O  1.303  0.283  -1.309
C  0.847  -0.477  -0.260
C  1.643  -1.543  0.484
H  0.603  1.571  1.444
H  -1.154  1.637  1.696
H  -0.397  2.312  0.208
H  -0.850  -0.531  0.940
H  -2.088  -0.136  -1.163
H  -1.146  1.418  -1.380
H  0.097  -1.026  -2.569
H  2.285  -1.957  -0.351
H  0.935  -2.286  0.861
H  2.288  -1.229  1.280

Results of the natural (NBO) charge analysis, in e, for atoms 1 through 5: atom 1 (C): -0.605, atom 2 (C): -0.241, atom 3 (C): -0.431, atom 4 (C): 0.028, atom 5 (O): -0.496



(x)
Here is a molecular structure, C6H10O from the OMol25 dataset. Energies are from wB97M-V/def2-TZVPD.

Properties
Frontier orbital gap (eV): 10.5
HOMO (eV): -9.442
Multiplicity: 1

Geometry (Å):
C  -0.481  -0.832  1.939
C  -0.095  -0.276  0.646
C  -0.686  -0.893  -0.610
C  -0.105  0.011  -1.734
C  0.533  1.054  -0.771
C  1.285  0.045  0.155
H  0.211  -0.239  2.597
H  -0.406  -1.941  2.136
H  -1.466  -0.563  2.103
H  -1.741  -0.797  -0.540
H  -0.672  -2.007  -0.698
H  -0.843  0.365  -2.494
H  0.814  -0.440  -2.332
H  1.083  1.999  -1.108
H  1.929  -0.619  -0.376
H  1.966  0.552  0.715
O  -0.447  1.130  0.281

Results of the natural (NBO) charge analysis, in e, for atoms 1 through 5: atom 1 (C): -0.637, atom 2 (C): 0.246, atom 3 (C): -0.434, atom 4 (C): -0.423, atom 5 (C): 0.088



Quick one: least stable of them? (w)



(w)
Here is a single C6H12O molecule from the OMol25 dataset. Energies are from wB97M-V/def2-TZVPD.

Properties
Frontier orbital gap (eV): 10.2
SMILES: CCCOC1CC1
HOMO (eV): -9.080
Multiplicity: 1

Geometry (Å):
C  2.746  -0.211  0.396
C  1.829  -0.490  -0.794
C  0.418  0.002  -0.583
O  -0.168  -0.758  0.437
C  -1.480  -0.392  0.700
C  -1.964  1.058  0.618
C  -2.630  -0.018  -0.203
H  2.831  0.867  0.587
H  2.358  -0.676  1.308
H  3.749  -0.608  0.209
H  2.206  -0.010  -1.705
H  1.764  -1.569  -0.979
H  0.394  1.069  -0.320
H  -0.198  -0.119  -1.483
H  -1.834  -1.122  1.432
H  -2.408  1.556  1.476
H  -1.435  1.764  -0.031
H  -2.628  0.052  -1.289
H  -3.550  -0.396  0.226

Results of the natural (NBO) charge analysis, in e, for atoms 1 through 5: atom 1 (C): -0.609, atom 2 (C): -0.412, atom 3 (C): -0.064, atom 4 (O): -0.510, atom 5 (C): 0.097



(x)
Here is a single C6H12O molecule from the OMol25 dataset. Energies are from wB97M-V/def2-TZVPD.

Properties
Frontier orbital gap (eV): 11.2
SMILES: CC(C)[C@H]1O[C@H]1C
HOMO (eV): -10.032
Multiplicity: 1

Geometry (Å):
C  -1.939  -1.073  -0.563
C  -0.779  -0.111  -0.296
C  -1.237  1.109  0.510
C  0.345  -0.839  0.412
O  1.320  -1.479  -0.406
C  1.743  -0.392  0.412
C  2.232  0.858  -0.274
H  -2.756  -0.577  -1.098
H  -1.613  -1.934  -1.155
H  -2.345  -1.449  0.385
H  -0.383  0.232  -1.260
H  -1.808  0.808  1.397
H  -1.880  1.755  -0.098
H  -0.383  1.705  0.846
H  0.022  -1.448  1.263
H  2.361  -0.709  1.257
H  1.557  1.174  -1.072
H  3.222  0.694  -0.712
H  2.320  1.676  0.451

Results of the natural (NBO) charge analysis, in e, for atoms 1 through 5: atom 1 (C): -0.601, atom 2 (C): -0.253, atom 3 (C): -0.606, atom 4 (C): 0.068, atom 5 (O): -0.499



(y)
Here is a single C6H12O molecule from the OMol25 dataset. Energies are from wB97M-V/def2-TZVPD.

Properties
Frontier orbital gap (eV): 10.7
SMILES: C[C@H](O)C1(C)CC1
HOMO (eV): -9.731
Multiplicity: 1

Geometry (Å):
C  -1.695  -0.399  0.953
C  -0.243  -0.801  0.669
O  0.549  -0.679  1.843
C  0.373  0.080  -0.411
C  -0.141  -0.207  -1.806
C  0.680  1.501  -0.029
C  1.800  0.521  -0.269
H  -2.002  -0.748  1.945
H  -2.391  -0.825  0.223
H  -1.803  0.691  0.932
H  -0.215  -1.846  0.315
H  0.220  -1.322  2.482
H  -1.235  -0.161  -1.858
H  0.256  0.520  -2.524
H  0.170  -1.207  -2.138
H  0.501  1.784  1.006
H  0.493  2.285  -0.759
H  2.349  0.181  0.604
H  2.388  0.620  -1.179

Results of the natural (NBO) charge analysis, in e, for atoms 1 through 5: atom 1 (C): -0.636, atom 2 (C): 0.114, atom 3 (O): -0.726, atom 4 (C): -0.082, atom 5 (C): -0.596



Quick one: least stable of them? (w)



(w)
Here is 2 unconnected molecules or ions with the total composition C6H12O from the OMol25 dataset. Energies are from wB97M-V/def2-TZVPD.

Properties
Frontier orbital gap (eV): 9.0
SMILES: C=CCC(=C)C.O
HOMO (eV): -8.379
Multiplicity: 1

Geometry (Å):
C  -2.499  -1.561  0.416
C  -1.275  -1.054  0.173
C  -0.317  -0.682  1.313
C  0.793  0.283  0.777
C  0.661  1.618  0.720
C  1.914  -0.519  0.100
H  -3.002  -1.607  1.444
H  -3.047  -1.546  -0.577
H  -0.740  -1.002  -0.881
H  -0.735  -0.131  2.285
H  0.230  -1.517  1.741
H  0.942  2.113  -0.201
H  0.103  2.191  1.495
H  2.736  0.092  -0.249
H  2.264  -1.264  0.671
H  1.410  -0.995  -0.743
O  0.134  1.952  -2.427
H  0.513  2.483  -3.112
H  -0.086  1.144  -2.944

Results of the natural (NBO) charge analysis, in e, for atoms 1 through 5: atom 1 (C): -0.429, atom 2 (C): -0.164, atom 3 (C): -0.503, atom 4 (C): 0.063, atom 5 (C): -0.442



(x)
Here is 3 unconnected molecules or ions with the total composition C6H12O from the OMol25 dataset. Energies are from wB97M-V/def2-TZVPD.

Properties
Frontier orbital gap (eV): 10.5
SMILES: OC1C=C1.[H][H].C=CC
HOMO (eV): -9.399
Multiplicity: 1

Geometry (Å):
O  -1.028  1.290  -0.340
C  -2.067  0.392  -0.629
C  -1.818  -1.033  -0.955
C  -2.352  -0.796  0.212
H  -0.303  0.789  0.067
H  -2.867  0.957  -1.109
H  -1.420  -1.753  -1.656
H  -2.711  -1.180  1.156
H  -0.844  1.781  2.772
H  -0.989  1.744  2.041
C  1.696  -0.016  1.193
C  1.597  -0.692  0.049
C  2.035  -0.182  -1.292
H  1.353  -0.434  2.136
H  2.131  0.982  1.227
H  1.154  -1.689  0.065
H  2.786  -0.846  -1.737
H  2.463  0.822  -1.216
H  1.186  -0.136  -1.986

Results of the natural (NBO) charge analysis, in e, for atoms 1 through 5: atom 1 (O): -0.732, atom 2 (C): 0.063, atom 3 (C): -0.220, atom 4 (C): -0.209, atom 5 (H): 0.480



Quick one: least stable of them? (x)



(w)
Here is a single C5H9N molecule from the OMol25 dataset. Energies are from wB97M-V/def2-TZVPD.

Properties
Frontier orbital gap (eV): 10.4
SMILES: C[C@@H]1C=NCC1
HOMO (eV): -9.249
Multiplicity: 1

Geometry (Å):
C  1.021  1.343  0.598
C  0.254  0.383  -0.419
C  -1.210  0.758  -0.644
N  -2.106  -0.102  -0.407
C  -1.589  -1.394  -0.135
C  0.271  -1.091  -0.134
H  1.151  0.815  1.484
H  0.366  2.122  0.737
H  1.970  1.613  0.181
H  0.755  0.775  -1.244
H  -1.611  1.633  -0.919
H  -1.901  -2.233  -0.944
H  -1.782  -1.906  0.899
H  0.635  -1.444  0.927
H  0.626  -1.695  -0.881

Results of the natural (NBO) charge analysis, in e, for atoms 1 through 5: atom 1 (C): -0.570, atom 2 (C): -0.325, atom 3 (C): 0.132, atom 4 (N): -0.418, atom 5 (C): -0.235



(x)
Here is a single C5H9N molecule from the OMol25 dataset. Energies are from wB97M-V/def2-TZVPD.

Properties
Frontier orbital gap (eV): 9.4
SMILES: C=C/C=C/NC
HOMO (eV): -8.207
Multiplicity: 1

Geometry (Å):
C  -2.000  -1.094  -1.506
C  -1.097  -0.159  -1.778
C  -0.327  0.564  -0.775
C  0.186  0.008  0.308
N  0.839  0.748  1.307
C  2.005  0.143  1.943
H  -2.623  -1.652  -2.187
H  -2.196  -1.331  -0.462
H  -0.932  0.112  -2.825
H  -0.197  1.624  -0.971
H  0.092  -1.062  0.494
H  0.263  1.244  1.973
H  2.917  0.599  1.573
H  1.974  0.339  3.016
H  2.023  -0.941  1.797

Results of the natural (NBO) charge analysis, in e, for atoms 1 through 5: atom 1 (C): -0.388, atom 2 (C): -0.207, atom 3 (C): -0.265, atom 4 (C): 0.005, atom 5 (N): -0.652



Quick one: least stable of them? (w)